Record 1
{"formula": "C20H23FO5S", "method": "the ωB97M-V functional and the def2-TZVPD basis", "e_homo_ev": -8.425, "smiles": "CCc1ccc(Cc2cc3c(cc2F)CO[C@]32O[C@H](C)[C@@H](O)[C@H](O)[C@H]2O)s1", "mol_weight_g_mol": 394.5, "elements": ["F", "O", "O", "O", "O", "O", "S", "C", "C", "C", "C", "C", "C", "C", "C", "C", "C", "C", "C", "C", "C", "C", "C", "C", "C", "C", "C", "H", "H", "H", "H", "H", "H", "H", "H", "H", "H", "H", "H", "H", "H", "H", "H", "H", "H", "H", "H", "H", "H", "H"], "coordinates": [[-1.563207, -3.759494, -1.684275], [-1.139691, 4.648155, 3.109909], [-3.421204, 1.256918, 0.795503], [-1.435332, 2.204230, 4.583439], [-1.292856, 2.146687, 0.401839], [-2.606666, 0.089898, 3.239212], [3.097028, -1.894104, -0.931185], [1.704823, -3.573179, -2.393313], [2.806251, -3.120146, -3.240526], [1.727416, -2.978494, -1.154199], [3.570195, -2.179445, -2.604440], [-2.623022, -1.746863, -1.091487], [-0.492544, -0.992730, 0.532881], [-1.549709, -2.607137, -0.974317], [-2.714442, -0.525663, -0.443403], [-0.461570, -2.243531, -0.139956], [-1.641102, -0.165001, 0.363472], [-3.761439, 0.544281, -0.390805], [0.704816, -3.223237, -0.055562], [6.067871, -1.754569, -2.616716], [4.748307, -1.523623, -3.331423], [-0.673634, 4.429363, 0.161910], [-1.000432, 3.381050, 2.449783], [-1.982441, 1.087140, 1.066684], [-1.817303, 2.313964, 3.218735], [-1.475022, 3.444937, 0.994900], [-1.690709, 0.965858, 2.599229], [-1.177533, 4.477936, 4.038420], [-1.655233, 1.281473, 4.827354], [-3.481804, 0.158656, 2.826609], [0.943187, -4.288060, -2.690916], [3.013962, -3.442862, -4.234121], [-3.451033, -2.013236, -1.741598], [0.321378, -0.650991, 1.139806], [-4.756034, 0.092519, -0.388948], [-3.610002, 1.195263, -1.262624], [0.329117, -4.239756, -0.173842], [1.231131, -3.149364, 0.891503], [6.479804, -2.765395, -2.780270], [5.972591, -1.559071, -1.544217], [6.803617, -1.030850, -2.987594], [4.495407, -0.448947, -3.339063], [4.834316, -1.942896, -4.335133], [0.379261, 4.050204, 0.062169], [-1.086470, 4.530343, -0.819987], [-0.659759, 5.410948, 0.627962], [0.057481, 3.123468, 2.498125], [-2.863384, 2.654032, 3.135377], [-2.500140, 3.744598, 1.012435], [-0.704245, 0.586719, 2.772660]], "atomic_forces_ev_per_a": [[0.2, 0.4, 0.5], [-0.3, -0.1, -1.6], [0.5, -0.1, 1.1], [0.0, -0.2, -0.1], [-0.3, -0.3, 1.0], [0.2, -0.5, -0.1], [-0.7, -0.7, -1.6], [1.0, 0.8, 0.2], [-1.0, 0.6, 2.2], [-0.2, -0.6, -0.5], [0.6, -0.7, -1.1], [-1.4, -0.1, -1.1], [-2.1, -0.4, -1.4], [0.4, 1.5, 1.0], [1.9, -0.8, 0.5], [0.0, -0.1, -0.1], [0.7, -1.5, -0.2], [0.9, -0.5, -0.5], [0.4, 0.6, -0.4], [0.7, 0.4, 0.1], [-0.7, 0.0, 1.4], [1.1, -0.6, 0.5], [0.0, -0.1, 1.3], [-0.2, 0.6, -0.7], [0.0, 1.0, -0.2], [1.2, 0.1, 0.4], [-2.0, 0.9, -1.3], [0.0, -0.2, 1.0], [0.0, 0.7, 0.1], [0.3, 0.2, -0.1], [0.1, 0.1, 0.1], [0.0, -0.2, -0.5], [0.1, -0.3, -0.1], [0.4, -0.1, 0.3], [-0.1, 0.5, 0.4], [-0.4, 0.0, 0.1], [0.0, 0.0, 0.1], [-0.2, 0.0, 0.3], [-0.3, 0.4, 0.2], [0.0, -0.2, -0.1], [0.0, -0.2, 0.0], [0.4, -0.3, -0.4], [-0.4, 0.3, 0.0], [-0.9, 0.4, 0.1], [-0.3, 0.0, -0.6], [0.0, 0.0, 0.1], [0.2, -0.3, -0.3], [0.0, -0.2, 0.2], [-1.0, 0.0, -0.2], [0.6, -0.3, -0.1]], "nbo_charge": [-0.32, -0.72, -0.55, -0.73, -0.53, -0.73, 0.38, -0.25, -0.27, -0.17, -0.16, -0.27, -0.20, 0.40, -0.03, -0.06, 0.02, -0.09, -0.46, -0.60, -0.42, -0.62, 0.07, 0.48, 0.05, 0.08, 0.04, 0.48, 0.49, 0.49, 0.23, 0.22, 0.22, 0.22, 0.20, 0.19, 0.24, 0.23, 0.21, 0.21, 0.21, 0.21, 0.22, 0.21, 0.22, 0.23, 0.17, 0.17, 0.18, 0.20]}

***

Record 2
{"formula": "C20H23LaN4OS3", "method": "the ωB97M-V functional and the def2-TZVPD basis", "charge": 2, "e_homo_ev": -13.450, "mol_weight_g_mol": 570.5, "elements": ["La", "N", "C", "C", "N", "H", "H", "H", "H", "H", "H", "H", "H", "O", "C", "C", "C", "C", "C", "S", "C", "C", "C", "C", "S", "C", "C", "C", "C", "S", "H", "H", "H", "H", "H", "H", "H", "H", "H", "N", "C", "C", "C", "C", "C", "N", "H", "H", "H", "H", "H", "H"], "coordinates": [[1.135102, -1.459300, 0.400762], [3.721402, -1.653300, 0.610062], [4.119702, -1.229200, 1.976262], [3.327702, -2.003500, 3.030462], [1.886102, -1.664900, 2.929262], [4.178102, -2.549900, 0.410262], [4.123602, -0.984700, -0.054138], [3.909702, -0.157700, 2.076162], [5.189102, -1.393100, 2.144462], [3.724402, -1.762400, 4.022362], [3.442202, -3.081400, 2.870662], [1.767202, -0.714700, 3.301062], [1.371802, -2.269600, 3.573962], [1.210502, 0.493000, 0.066462], [0.220802, 1.092700, -0.719438], [0.209102, 2.575300, -0.442338], [1.241502, 3.430900, -0.702038], [0.960702, 4.757000, -0.316738], [-0.273598, 4.894200, 0.229462], [-1.115598, 3.405400, 0.305962], [-1.116398, 0.397500, -0.324638], [-2.535298, 0.844400, -0.717238], [-3.511998, 0.551800, 0.435862], [-2.784398, -0.143000, 1.598662], [-1.018698, 0.255000, 1.512862], [0.536202, 0.862300, -2.178138], [0.072002, 1.468400, -3.300038], [0.639102, 0.926000, -4.480638], [1.509202, -0.082900, -4.244138], [1.707502, -0.374100, -2.545538], [2.169502, 3.130900, -1.154138], [1.643502, 5.575200, -0.443238], [-0.753298, 5.779500, 0.594762], [-2.644098, 1.767200, -1.271738], [-4.258198, 1.299400, 0.670062], [-3.138098, 0.065900, 2.605262], [-0.636598, 2.276700, -3.296938], [0.403202, 1.284100, -5.465338], [2.089402, -0.647200, -4.944738], [-1.842598, -3.485000, 1.569462], [-2.028298, -2.436600, 0.755362], [-3.191098, -1.539800, 1.034662], [-3.827298, -0.829700, -0.174138], [-2.832598, -0.555000, -1.303038], [-1.392198, -0.993100, -0.995538], [-1.131098, -2.150500, -0.150338], [-2.570798, -3.764900, 2.209562], [-1.145798, -4.181800, 1.339962], [-3.929998, -2.033200, 1.663462], [-4.822298, -1.145500, -0.460838], [-3.176398, -0.722800, -2.318538], [-0.831598, -1.124000, -1.933938]], "atomic_forces_ev_per_a": [[0.4, -4.3, 1.0], [0.8, -0.2, -0.2], [0.0, -0.2, 0.4], [0.4, 0.2, -0.2], [0.0, 0.1, 0.4], [-0.1, 0.3, 0.0], [0.0, -0.3, 0.1], [0.1, -0.1, 0.0], [-0.1, 0.2, 0.0], [0.0, -0.1, -0.1], [0.0, 0.1, 0.1], [-0.1, -0.3, 0.0], [0.0, 0.2, -0.2], [0.9, 3.1, -0.7], [-0.9, 1.6, -0.5], [-0.3, 0.2, 0.1], [-0.3, -0.3, 0.0], [-0.1, 0.2, 0.1], [-0.2, -0.2, 0.1], [0.5, 0.2, -0.2], [0.7, 0.3, 0.6], [0.2, 0.3, -0.3], [-0.2, 0.4, 0.1], [0.5, 0.0, 0.4], [-0.8, 0.4, 0.1], [0.4, 0.0, 0.2], [0.1, -0.3, 0.5], [0.1, -0.3, -0.1], [0.1, -0.2, 0.1], [-0.3, 0.7, -0.6], [0.2, -0.1, -0.1], [0.1, 0.2, 0.0], [0.0, 0.3, 0.1], [0.0, 0.0, -0.1], [-0.1, 0.1, 0.1], [0.0, 0.0, 0.0], [-0.1, 0.2, 0.1], [0.0, 0.0, -0.2], [0.1, -0.1, -0.2], [0.1, -0.3, 0.1], [0.1, 0.3, -0.3], [-0.1, -0.4, 0.0], [-0.2, -0.3, -0.1], [0.0, -0.3, -0.3], [-0.1, -0.5, -0.2], [-1.2, -0.9, -0.2], [0.1, 0.0, -0.1], [-0.2, 0.1, 0.0], [0.0, 0.0, 0.0], [-0.1, 0.0, 0.0], [0.0, 0.0, 0.0], [-0.2, 0.1, 0.3]], "lowdin_charge": [1.95, -0.12, -0.23, -0.24, -0.10, 0.11, 0.10, 0.13, 0.13, 0.13, 0.13, 0.10, 0.10, -0.54, -0.59, -0.45, -0.09, -0.15, -0.37, 1.08, -0.49, -0.16, -0.14, -0.36, 1.02, -0.46, -0.06, -0.13, -0.34, 1.01, 0.13, 0.11, 0.08, 0.14, 0.16, 0.13, 0.14, 0.12, 0.08, 0.20, -0.37, -0.14, -0.10, -0.08, -0.28, -0.11, 0.13, 0.12, 0.16, 0.16, 0.16, 0.13]}

***

Record 3
{"formula": "C20H23N3O2", "method": "the ωB97M-V functional and the def2-TZVPD basis", "e_homo_ev": -8.286, "smiles": "Cc1c(CN2CCO[C@H](C)C2)cccc1[C@@H]1C=CC2=NC(=O)NC2=C1", "mol_weight_g_mol": 337.4, "elements": ["O", "N", "O", "C", "C", "C", "C", "C", "C", "C", "C", "C", "C", "C", "C", "N", "N", "C", "C", "C", "C", "C", "C", "C", "C", "H", "H", "H", "H", "H", "H", "H", "H", "H", "H", "H", "H", "H", "H", "H", "H", "H", "H", "H", "H", "H", "H", "H"], "coordinates": [[-2.663556, -6.251283, -0.153996], [-3.218628, -4.158372, -0.914138], [-1.190861, 3.541769, 2.097016], [-2.433039, -5.301057, -0.812452], [-2.407643, -3.325391, -1.499097], [-2.692851, -1.966255, -1.766589], [-1.057172, -3.902551, -1.718416], [-1.650996, -1.177303, -2.254043], [-0.032716, -3.132716, -2.219741], [2.831986, 0.443731, -2.631299], [1.771178, -0.343932, -3.035375], [2.939150, 0.897389, -1.337867], [0.984163, -0.423894, -0.746977], [0.831066, -0.817250, -2.114542], [2.022135, 0.451264, -0.349397], [-1.196378, -5.206987, -1.359445], [0.955629, 1.783270, 1.406251], [-0.012050, -0.888108, 0.323748], [-0.285017, -1.688409, -2.635681], [2.134707, 1.022807, 1.053567], [-0.710135, 3.320404, 4.448888], [-1.141358, 3.054875, 0.782643], [0.304021, 2.641414, 0.389084], [0.866622, 2.356132, 2.761935], [-0.625629, 2.636681, 3.077842], [-3.646080, -1.553144, -1.517879], [-1.844660, -0.152101, -2.500950], [0.946008, -3.520306, -2.368161], [3.532800, 0.700946, -3.407126], [1.720189, -0.676974, -4.062807], [3.754738, 1.539578, -1.121109], [-0.411833, -5.808673, -1.071935], [-0.357884, -1.879533, 0.125277], [0.386836, -0.974863, 1.317864], [-0.845047, -0.180512, 0.414148], [-0.208462, -1.684406, -3.722189], [2.291410, 0.173991, 1.747076], [3.030412, 1.627002, 1.154414], [-1.733358, 3.443227, 4.758644], [-0.241997, 4.323519, 4.452312], [-0.134471, 2.718852, 5.155082], [-1.848801, 2.206689, 0.655016], [-1.483793, 3.848187, 0.110033], [0.874155, 3.577101, 0.298219], [0.296135, 2.114784, -0.548546], [1.306329, 1.612246, 3.494350], [1.507702, 3.247178, 2.786253], [-1.212955, 1.730985, 3.060099]], "atomic_forces_ev_per_a": [[-1.7, -2.6, 1.5], [0.7, 0.7, -1.3], [0.3, 0.0, 0.8], [-0.3, -1.0, 1.8], [-0.1, -0.6, 0.8], [2.9, 2.3, -1.3], [1.5, 2.6, -1.9], [-2.0, -1.9, 0.2], [-2.4, -0.8, 0.7], [-0.3, 0.0, -0.6], [-0.3, -0.7, 0.7], [-1.0, -1.1, 0.5], [-0.3, -0.1, 0.5], [0.9, 1.3, 0.7], [0.5, 0.4, -1.4], [2.4, 0.9, -1.1], [-1.7, -0.2, 0.3], [0.2, 0.5, -0.6], [-0.3, -1.1, 1.4], [-0.4, -0.4, -0.1], [0.6, 0.2, -0.6], [0.6, -1.0, -0.3], [0.3, 0.2, 1.3], [0.2, -1.5, -0.9], [1.1, 1.7, 0.1], [-0.4, 0.1, 0.0], [0.0, 0.5, 0.1], [0.7, -0.3, -0.1], [0.4, 0.3, 0.1], [-0.1, 0.1, -0.1], [0.5, 0.6, 0.6], [-1.1, 0.4, -0.2], [-0.5, -0.5, -0.5], [0.7, 0.3, 0.4], [0.0, -0.3, -0.2], [-0.1, 0.2, -0.3], [-0.4, 0.4, 0.0], [0.6, 0.2, -0.3], [-0.4, -0.1, 0.3], [-0.2, -0.5, -0.3], [-0.3, 0.0, 0.2], [0.3, 0.1, 0.1], [0.1, 0.0, 0.2], [0.1, 0.1, -0.3], [0.0, 0.0, -0.5], [-0.6, 0.7, -0.7], [-0.3, 0.4, 0.4], [0.0, -0.6, 0.0]], "nbo_charge": [-0.57, -0.45, -0.54, 0.73, 0.22, -0.25, 0.18, -0.05, -0.22, -0.21, -0.21, -0.20, 0.01, 0.00, -0.01, -0.64, -0.46, -0.65, -0.33, -0.23, -0.62, -0.06, -0.25, -0.24, 0.09, 0.24, 0.21, 0.22, 0.21, 0.21, 0.21, 0.43, 0.22, 0.22, 0.23, 0.26, 0.20, 0.17, 0.22, 0.22, 0.21, 0.15, 0.19, 0.16, 0.22, 0.20, 0.18, 0.18]}

***

Record 4
{"formula": "C20H23N3O4", "method": "the ωB97M-V functional and the def2-TZVPD basis", "e_homo_ev": -7.562, "smiles": "CC[C@H](Oc1ccccc1OC)C(=O)Nc1ccc2c(c1)n(C)c(=O)n2C", "mol_weight_g_mol": 369.4, "elements": ["C", "C", "H", "H", "C", "C", "O", "N", "C", "C", "C", "C", "C", "C", "H", "H", "N", "C", "O", "N", "C", "H", "H", "H", "C", "H", "H", "H", "H", "H", "H", "O", "C", "C", "C", "C", "C", "C", "O", "C", "H", "H", "H", "H", "H", "H", "H", "H", "H", "H"], "coordinates": [[-2.059520, -3.117146, 3.243192], [-1.350936, -3.319265, 1.911565], [-1.643116, -4.275530, 1.469984], [-0.269284, -3.340829, 2.059604], [-1.685180, -2.211026, 0.897515], [-0.959208, -0.904294, 1.281248], [-1.221545, -0.320692, 2.313222], [-0.042732, -0.530710, 0.364730], [0.802310, 0.580997, 0.357166], [0.872943, 1.462340, 1.434650], [1.745717, 2.525543, 1.321914], [2.535466, 2.720297, 0.173560], [2.462546, 1.842825, -0.891095], [1.588122, 0.774365, -0.782449], [1.505054, 0.067848, -1.594811], [3.062973, 1.980464, -1.776261], [3.283244, 3.857854, 0.385353], [2.986750, 4.379448, 1.628534], [3.466632, 5.374823, 2.125937], [2.039751, 3.549113, 2.192099], [1.473504, 3.756463, 3.495492], [1.915180, 4.666566, 3.899676], [0.390144, 3.871755, 3.428272], [1.703083, 2.914865, 4.152056], [4.234047, 4.447274, -0.513826], [5.044354, 3.747926, -0.731158], [3.751133, 4.739954, -1.448815], [4.638432, 5.331019, -0.021403], [0.264067, 1.309711, 2.308155], [0.001652, -1.123911, -0.459773], [-2.762288, -2.002228, 0.924184], [-1.278760, -2.598342, -0.404935], [-2.219027, -2.901040, -1.349970], [-3.426651, -3.522958, -1.091553], [-4.293320, -3.822442, -2.132823], [-3.948509, -3.506700, -3.429935], [-2.738951, -2.882840, -3.704003], [-1.868650, -2.568853, -2.674605], [-0.664407, -1.935729, -2.816192], [-0.249416, -1.585433, -4.113324], [-0.144018, -2.466631, -4.753808], [0.723613, -1.110509, -3.995918], [-0.941754, -0.876770, -4.579306], [-2.493289, -2.637714, -4.724905], [-4.617755, -3.740658, -4.243513], [-5.233165, -4.307745, -1.920041], [-3.692424, -3.785429, -0.079145], [-1.813576, -2.141678, 3.652645], [-1.753830, -3.884118, 3.950278], [-3.138674, -3.174095, 3.116053]], "atomic_forces_ev_per_a": [[0.2, 0.0, 0.0], [-0.2, 0.2, -0.1], [0.1, 0.0, -0.1], [0.0, -0.1, -0.1], [-0.1, -0.1, 0.5], [-0.2, -0.3, -0.5], [-0.1, 0.1, 0.3], [0.1, -0.4, -0.5], [0.3, 0.3, 0.0], [0.1, 0.2, 0.1], [0.1, -0.3, -0.6], [-0.4, -0.4, 0.1], [0.1, 0.3, 0.2], [-0.2, -0.2, 0.2], [0.0, -0.1, -0.1], [0.1, 0.0, -0.1], [0.0, 0.0, 0.1], [0.2, 0.2, 0.0], [0.1, 0.3, 0.2], [0.0, 0.0, -0.1], [0.0, 0.1, 0.2], [-0.1, -0.1, 0.0], [0.0, 0.0, 0.0], [0.0, 0.0, 0.0], [0.1, 0.1, 0.0], [0.0, 0.0, 0.0], [0.0, 0.0, 0.0], [0.0, -0.1, -0.1], [-0.1, 0.0, 0.1], [-0.1, 0.1, 0.2], [0.1, 0.0, -0.1], [-0.1, -0.2, -0.2], [0.1, 0.1, -0.2], [0.3, 0.1, 0.1], [-0.1, 0.0, -0.1], [-0.1, -0.1, 0.1], [0.2, 0.1, 0.0], [0.1, 0.0, 0.2], [-0.3, -0.2, 0.3], [0.1, 0.1, -0.3], [0.0, 0.0, 0.0], [-0.1, 0.0, -0.1], [0.0, 0.0, 0.0], [0.1, 0.0, -0.1], [-0.1, 0.0, -0.1], [-0.1, 0.0, 0.0], [0.0, 0.0, 0.1], [-0.1, 0.0, 0.1], [0.0, -0.1, 0.1], [-0.1, 0.0, 0.0]], "nbo_charge": [-0.62, -0.41, 0.21, 0.21, 0.01, 0.67, -0.63, -0.61, 0.15, -0.30, 0.22, 0.11, -0.24, -0.25, 0.21, 0.22, -0.41, 0.77, -0.65, -0.42, -0.41, 0.25, 0.20, 0.20, -0.41, 0.20, 0.20, 0.25, 0.26, 0.44, 0.20, -0.53, 0.33, -0.28, -0.22, -0.21, -0.28, 0.24, -0.50, -0.25, 0.18, 0.20, 0.18, 0.22, 0.22, 0.22, 0.22, 0.24, 0.21, 0.20]}